Entry 1:
53
Properties=species:S:1:pos:R:3:mulliken_charge:R:1 method="wB97M-V/def2-TZVPD" e_above_lowest_kj_mol=461.0 homo_ev=-9.915 lumo_ev=-0.1 largest_force_ev_per_a=4.76 multiplicity=1 total_charge=0 energy_ev=-34296.206
C -2.235 -1.424 -2.489 -1.4492
C -0.977 -1.215 -1.704 1.3656
C -1.162 -1.598 -0.159 -0.4747
C -2.143 -0.635 0.415 0.3411
N -1.699 0.693 0.703 0.0808
O -3.277 -0.834 0.736 -0.6450
N 0.172 -2.074 -2.355 -0.7296
H -2.243 -2.494 -2.702 0.3633
H -2.296 -1.067 -3.557 0.3711
H -3.283 -1.096 -2.369 0.3495
H -0.503 -0.218 -1.761 -0.5511
H -1.731 -2.542 -0.057 0.1833
H -0.144 -1.628 0.362 0.2841
H -2.429 1.462 0.871 0.2935
H -0.989 1.272 0.090 0.0177
H 0.051 -2.129 -3.312 0.2354
H 0.382 -2.904 -1.879 0.1952
H 0.088 2.090 -1.724 0.2591
H 0.612 2.402 -0.273 0.2163
O -0.068 2.462 -0.863 -0.6471
H -3.116 1.685 2.604 0.3067
H -3.400 0.599 3.537 0.3475
O -3.206 1.561 3.542 -0.7243
H -1.516 2.203 3.915 0.3388
H -0.818 1.967 5.195 0.3065
O -0.655 2.022 4.177 -0.6014
H 3.558 1.877 -0.320 0.2721
H 4.774 1.269 -1.015 0.4003
O 4.552 2.116 -0.559 -0.6559
H 1.379 1.819 2.566 0.2296
H 2.369 1.117 1.858 0.3122
O 1.718 1.817 1.667 -0.5593
H -1.033 -0.018 2.861 0.3512
H -1.121 -0.681 4.393 0.2707
O -1.058 -0.816 3.433 -0.6512
H -3.590 2.568 -2.818 0.3058
H -2.561 3.379 -2.026 0.3166
O -3.497 3.020 -1.969 -0.6302
H 2.517 2.332 -3.676 0.2707
H 1.837 3.596 -3.091 0.2719
O 1.993 2.659 -2.956 -0.5274
H 1.729 -1.160 -2.559 0.4436
H 2.029 -0.178 -3.641 0.2731
O 2.445 -0.839 -3.107 -0.7437
H 1.963 -4.870 0.296 0.2791
H 3.131 -4.232 0.864 0.2785
O 2.607 -4.240 0.125 -0.5521
H -1.251 -3.664 2.423 0.2891
H -0.471 -2.310 2.552 0.3491
O -0.410 -3.299 2.372 -0.6210
H 4.030 -0.387 -2.080 0.3862
H 4.395 -1.254 -0.952 0.2836
O 4.788 -0.619 -1.523 -0.6760

Entry 2:
18
Properties=species:S:1:pos:R:3:mulliken_charge:R:1 method="wB97M-V/def2-TZVPD" smiles=CCc1c[nH]cn1.O e_above_lowest_kj_mol=71.6 homo_ev=-8.325 lumo_ev=0.5 largest_force_ev_per_a=2.02 multiplicity=1 total_charge=0 energy_ev=-10374.563
C -0.057 -2.176 -2.183 -1.0253
C 1.164 -1.619 -1.399 -0.2933
C 0.867 -0.636 -0.310 0.3078
C -0.240 0.169 -0.224 -0.4932
N -0.156 0.724 1.037 -0.0078
C 0.898 0.181 1.654 -0.2994
N 1.601 -0.620 0.853 -0.6485
H -0.065 -3.258 -2.204 0.2857
H 0.052 -1.782 -3.192 0.2726
H -0.982 -1.714 -1.840 0.3273
H 1.767 -2.426 -0.988 0.3275
H 1.804 -1.138 -2.148 0.2386
H -0.890 0.544 -0.993 0.3906
H -0.841 1.207 1.596 0.2017
H 1.131 0.248 2.702 0.4098
H -3.462 3.215 1.479 0.3057
H -2.859 3.600 0.092 0.3030
O -2.753 3.089 0.878 -0.6028

Entry 3:
20
Properties=species:S:1:pos:R:3:mulliken_charge:R:1 method="wB97M-V/def2-TZVPD" e_above_lowest_kj_mol=122.8 homo_ev="-14.855 / -14.856" lumo_ev="-10.6 / -10.6" largest_force_ev_per_a=4.64 multiplicity=1 total_charge=+2 energy_ev=-11186.532
C 1.726 -0.308 0.929 -0.9458
C -0.318 -0.217 -0.183 -0.0278
N 0.597 -0.977 0.198 0.5278
N 0.887 -2.154 -0.378 -0.6242
N 2.065 1.591 -0.577 -0.5449
N -3.986 0.410 0.010 0.0090
N 2.493 0.405 -0.029 -0.0447
N -2.923 0.835 -0.408 0.0064
H 1.370 0.388 1.572 0.5122
H 2.342 -0.966 1.542 0.3397
H -0.474 0.837 0.194 0.1317
H -0.926 -0.665 -0.899 0.3072
H 0.127 -2.406 -1.019 0.2567
H 1.136 -2.889 0.336 0.3147
H 2.896 1.925 -0.983 0.2825
H 1.686 2.200 0.251 0.2471
H -4.672 0.922 0.492 0.2922
H -4.101 -0.605 -0.161 0.3238
H 2.885 -0.143 -0.805 0.3140
H -2.810 1.820 -0.084 0.3226

Question: What is the multiplicity in the second record?
Answer: 1

Question: What is the multiplicity in the third record?
Answer: 1